(1)
Density functional theory data (the ωB97M-V functional and the def2-TZVPD basis) for a structure of composition C17H13ClCrN4O3S.

Properties
multiplicity: 5
orbital gap (alpha / beta): 5.00 / 5.41 eV
charge: -2

Positions of all 40 atoms, in Å:
Cr: 0.957 1.133 -0.096
N: -0.617 3.527 3.349
C: -0.129 2.613 2.371
S: 0.430 3.317 0.865
N: -0.186 1.367 2.651
N: 0.402 0.512 1.708
C: -0.460 -0.647 1.477
C: 0.360 -1.875 1.166
C: 0.146 -3.062 1.844
C: 0.869 -4.222 1.567
C: 1.832 -4.170 0.567
C: 2.070 -2.999 -0.130
C: 1.352 -1.809 0.142
O: 1.593 -0.732 -0.536
H: -0.164 4.423 3.239
H: -0.453 3.154 4.275
H: -1.060 -0.839 2.378
H: -0.617 -3.079 2.618
H: 0.681 -5.137 2.117
H: 2.410 -5.059 0.327
H: 2.823 -2.954 -0.908
N: -5.249 0.873 -3.287
C: -4.421 0.639 -2.519
C: -3.410 0.330 -1.556
C: -2.518 -0.718 -1.785
C: -1.569 -1.042 -0.832
C: -1.459 -0.315 0.357
C: -2.369 0.733 0.575
C: -3.326 1.057 -0.363
H: -2.578 -1.279 -2.709
H: -0.883 -1.857 -1.020
H: -2.284 1.307 1.487
H: -4.011 1.876 -0.184
Cl: 3.606 1.054 -4.396
C: 3.450 2.388 -3.199
C: 2.674 1.960 -1.944
O: 3.293 1.914 -0.874
O: 1.441 1.738 -2.102
H: 2.919 3.188 -3.709
H: 4.458 2.688 -2.934

---

(2)
Density functional theory data (the ωB97M-V functional and the def2-TZVPD basis) for a structure of composition C17H13ClO12P2Ta at a distorted geometry.

Properties
multiplicity: 1
orbital gap (alpha / beta): 5.12 / 4.89 eV
ΔE to the lowest compared entry with this formula, charge and spin: 44.1 kcal per mole
charge: -1

Positions of all 46 atoms, in Å:
Ta: -0.331 -0.478 -0.391
C: 2.412 -2.776 1.715
C: 3.756 -2.375 1.617
C: 4.082 -2.232 0.250
C: 2.932 -2.533 -0.499
C: 1.846 -2.827 0.402
H: 1.940 -2.962 2.680
H: 4.467 -2.197 2.442
H: 5.044 -1.909 -0.136
H: 2.909 -2.583 -1.568
H: 0.823 -3.110 0.136
O: -6.059 -2.474 -0.489
C: -4.921 -2.056 -0.316
C: -3.605 -2.995 -0.248
O: -3.618 -4.203 -0.480
C: -2.534 -2.066 0.012
C: -2.976 -0.783 0.047
O: -2.101 0.240 -0.036
C: -4.365 -0.598 -0.123
O: -4.906 0.525 -0.134
O: -1.184 -2.317 -0.030
O: -1.100 0.205 -4.122
P: 0.156 -0.636 -3.675
O: 0.615 -1.653 -4.631
O: -0.152 -1.124 -2.255
O: 1.142 0.623 -3.475
P: 1.637 1.606 -2.260
O: 3.142 1.089 -2.186
O: 1.427 3.044 -2.481
O: 0.882 0.929 -1.044
H: -1.834 -0.387 -4.404
H: 3.712 1.660 -1.637
Cl: -1.040 6.059 2.348
C: -0.686 4.426 2.064
C: -1.653 3.457 2.327
C: -1.336 2.136 2.151
C: -0.031 1.738 1.751
C: 0.282 0.299 1.517
C: 0.949 2.744 1.554
C: 0.620 4.063 1.710
H: -2.611 3.781 2.700
H: -2.109 1.364 2.287
H: -0.252 -0.256 2.304
H: 1.349 0.187 1.683
H: 1.960 2.452 1.296
H: 1.320 4.903 1.626

---

(3)
Density functional theory data (the ωB97M-V functional and the def2-TZVPD basis) for a structure of composition C17H13N2O4PRuSe2 at a distorted geometry.

Properties
multiplicity: 5
orbital gap (alpha / beta): 7.26 / 3.36 eV
charge: +2

Positions of all 40 atoms, in Å:
Ru: 0.964 0.934 -0.531
O: 5.831 4.262 -0.696
C: 6.011 3.077 -0.024
O: 7.114 2.870 0.477
C: 4.912 2.197 0.148
C: 4.890 1.110 1.044
N: 3.671 0.543 1.019
N: 2.823 1.219 0.118
C: 3.528 2.260 -0.414
C: 2.778 3.086 -1.331
O: 3.230 4.165 -1.707
O: 1.627 2.507 -1.673
H: 4.994 4.142 -1.209
H: 5.712 0.730 1.534
H: 3.369 -0.255 1.605
Se: -1.346 1.443 -1.002
P: -1.003 -0.590 -0.242
Se: 0.956 -1.422 -0.399
C: -1.983 -0.570 1.270
C: -3.295 0.004 1.272
C: -4.001 0.165 2.477
C: -3.352 -0.146 3.668
C: -2.071 -0.750 3.667
C: -1.378 -0.857 2.488
C: -1.929 -1.623 -1.358
C: -2.502 -2.807 -0.857
C: -3.263 -3.598 -1.739
C: -3.310 -3.313 -3.079
C: -2.594 -2.301 -3.606
C: -1.984 -1.361 -2.720
H: -3.811 0.352 0.333
H: -4.946 0.583 2.438
H: -3.675 0.328 4.598
H: -1.585 -1.050 4.616
H: -0.321 -1.243 2.485
H: -2.436 -2.924 0.252
H: -3.846 -4.460 -1.389
H: -3.910 -3.940 -3.770
H: -2.338 -2.283 -4.640
H: -1.529 -0.486 -3.119

---

(4)
Density functional theory data (the ωB97M-V functional and the def2-TZVPD basis) for a structure of composition C17H13N3O3Tc at a distorted geometry.

Properties
multiplicity: 2
orbital gap (alpha / beta): 4.79 / 4.84 eV
ΔE to the lowest compared entry with this formula, charge and spin: 28.3 kcal per mole
charge: +4

Positions of all 37 atoms, in Å:
Tc: -0.593 -2.409 0.040
C: -3.593 -3.270 0.003
O: -2.600 -2.220 0.004
C: -3.074 -0.922 -0.026
C: -4.418 -0.574 -0.058
C: -4.796 0.776 -0.095
C: -3.826 1.783 -0.092
C: -2.481 1.462 -0.057
C: -2.062 0.110 -0.023
N: -0.766 -0.323 0.000
N: 0.236 0.462 0.003
C: 1.527 0.252 0.009
C: 2.059 -1.159 0.031
O: 1.202 -2.087 0.025
C: 3.449 -1.354 0.071
C: 4.344 -0.298 0.074
C: 3.904 1.038 0.047
C: 4.845 2.099 0.055
C: 4.421 3.425 0.025
C: 3.051 3.700 -0.011
C: 2.102 2.678 -0.028
C: 2.487 1.321 0.011
H: -4.255 -3.188 0.874
H: -3.088 -4.236 0.053
H: -4.196 -3.245 -0.913
H: -5.208 -1.315 -0.055
H: -5.851 1.032 -0.125
H: -4.138 2.823 -0.115
H: -1.740 2.250 -0.056
H: 3.812 -2.380 0.107
H: 5.408 -0.514 0.100
H: 5.909 1.878 0.089
H: 5.150 4.235 0.039
H: 2.717 4.735 -0.025
H: 1.052 2.930 -0.066
O: -0.431 -5.299 0.038
N: -0.559 -4.196 0.046

---

(5)
Density functional theory data (the ωB97M-V functional and the def2-TZVPD basis) for an isolated molecule of C17H13N5OS2 at a distorted geometry.

Properties
multiplicity: 1
orbital gap: 8.80 eV
ΔE to the lowest compared entry with this formula, charge and spin: 0.0 kcal per mole
SMILES: O=C(CSc1ncn(-c2ccccc2)n1)Nc1nc2ccccc2s1

Positions of all 38 atoms, in Å:
O: 0.015 -3.166 0.354
C: 0.112 -2.262 1.143
C: -1.043 -1.583 1.831
S: -2.530 -1.679 0.788
C: -1.833 -0.976 -0.628
N: -0.572 -0.468 -0.643
C: -0.427 -0.066 -1.880
N: -1.546 -0.308 -2.594
C: -1.838 -0.062 -3.939
C: -0.922 0.569 -4.774
C: -1.250 0.788 -6.100
C: -2.479 0.386 -6.596
C: -3.389 -0.240 -5.759
C: -3.074 -0.466 -4.433
N: -2.450 -0.892 -1.783
N: 1.374 -1.806 1.487
C: 1.759 -0.871 2.395
N: 1.015 -0.244 3.224
C: 1.730 0.610 4.015
C: 1.204 1.425 5.011
C: 2.060 2.227 5.737
C: 3.429 2.230 5.487
C: 3.974 1.429 4.501
C: 3.121 0.624 3.770
S: 3.499 -0.487 2.482
H: -0.814 -0.541 2.048
H: -1.282 -2.101 2.760
H: 0.462 0.389 -2.264
H: 0.038 0.888 -4.401
H: -0.539 1.277 -6.748
H: -2.726 0.561 -7.632
H: -4.348 -0.555 -6.141
H: -3.764 -0.952 -3.763
H: 2.119 -2.249 0.961
H: 0.142 1.413 5.196
H: 1.662 2.863 6.514
H: 4.077 2.865 6.071
H: 5.035 1.428 4.304

---

(6)
Density functional theory data (the ωB97M-V functional and the def2-TZVPD basis) for a structure of composition C17H14BrCoN4OS at a distorted geometry.

Properties
multiplicity: 5
orbital gap (alpha / beta): 6.94 / 4.75 eV
charge: +2

Positions of all 39 atoms, in Å:
Co: -0.576 0.226 -0.162
Br: 3.509 -5.797 0.728
C: 2.285 -4.520 0.175
C: 0.970 -4.889 0.019
C: -0.056 -3.939 -0.144
C: 0.293 -2.600 -0.167
O: -0.661 -1.745 -0.526
C: 1.648 -2.173 0.050
C: 2.160 -0.984 -0.440
N: 1.397 0.102 -0.740
C: 1.855 1.330 -0.422
C: 3.139 1.750 -0.403
C: 3.437 3.119 -0.197
C: 2.494 4.143 -0.224
C: 1.149 3.755 0.052
C: -0.009 4.507 0.373
C: -1.340 4.081 0.424
C: -1.469 2.724 0.159
N: -0.391 2.027 -0.256
C: 0.891 2.361 -0.192
C: 2.648 -3.187 0.278
H: 0.824 -5.971 0.102
H: -1.087 -4.207 -0.137
H: 3.106 -1.079 -0.922
H: 4.034 1.129 -0.415
H: 4.484 3.339 0.042
H: 2.816 5.150 -0.399
H: 0.216 5.580 0.483
H: -2.201 4.810 0.486
H: -2.423 2.170 0.287
H: 3.651 -2.905 0.510
N: -4.452 -2.197 -0.200
C: -4.295 -0.985 0.357
N: -5.107 0.045 0.022
S: -2.960 -0.590 1.355
H: -5.359 -2.629 -0.253
H: -3.639 -2.782 0.090
H: -6.073 -0.094 -0.269
H: -4.909 0.922 0.474

---

(7)
Density functional theory data (the ωB97M-V functional and the def2-TZVPD basis) for a structure of composition C17H14BrNO3RuS at a distorted geometry.

Properties
multiplicity: 5
orbital gap (alpha / beta): 7.00 / 6.12 eV
ΔE to the lowest compared entry with this formula, charge and spin: 0.0 kcal per mole

Positions of all 38 atoms, in Å:
C: -0.883 0.800 -1.936
C: -0.361 1.984 -1.298
C: 1.050 1.790 -1.094
H: -0.913 2.883 -1.027
C: 1.406 0.517 -1.640
C: 0.215 -0.112 -2.132
H: 0.168 -1.076 -2.625
H: -1.912 0.635 -2.228
H: 1.735 2.527 -0.666
H: 2.415 0.116 -1.696
Ru: -0.226 0.129 0.092
Br: -2.048 -1.277 0.459
C: -3.148 -4.551 0.400
C: -2.690 -4.915 -0.902
C: -3.516 -4.250 -1.863
H: -1.863 -5.588 -1.123
C: -4.486 -3.479 -1.153
C: -4.259 -3.661 0.247
H: -4.832 -3.208 1.053
H: -2.731 -4.890 1.346
H: -3.429 -4.327 -2.946
H: -5.269 -2.864 -1.594
O: 4.344 0.575 2.650
S: 3.153 0.924 3.378
O: 3.035 0.578 4.770
N: 1.788 0.516 2.502
C: 1.013 1.537 2.188
O: -0.145 1.401 1.616
C: 1.618 2.861 2.496
C: 1.245 4.162 2.117
C: 2.060 5.241 2.483
C: 3.244 5.006 3.207
C: 3.641 3.704 3.541
C: 2.809 2.657 3.160
H: 0.334 4.310 1.539
H: 1.789 6.270 2.208
H: 3.878 5.841 3.512
H: 4.557 3.467 4.080

---

(8)
Density functional theory data (the ωB97M-V functional and the def2-TZVPD basis) for a structure of composition C17H14Cl2N3O4PmS.

Properties
multiplicity: 5
orbital gap (alpha / beta): 5.62 / 5.65 eV
ΔE to the lowest compared entry with this formula, charge and spin: 6.5 kcal per mole
charge: +2

Positions of all 42 atoms, in Å:
Pm: 0.373 0.237 0.122
O: -0.382 -4.192 -0.446
C: -0.391 -2.892 -0.454
O: 0.273 -2.185 0.296
C: -1.290 -2.272 -1.478
C: -2.122 -2.970 -2.340
C: -2.898 -2.235 -3.226
C: -2.810 -0.846 -3.227
C: -1.941 -0.239 -2.333
N: -1.206 -0.944 -1.472
C: -1.698 1.238 -2.176
O: -2.235 2.115 -2.974
O: -0.965 1.617 -1.270
H: 0.240 -4.529 0.226
H: -2.158 -4.050 -2.317
H: -3.565 -2.736 -3.914
H: -3.416 -0.275 -3.918
H: -2.766 1.727 -3.687
Cl: 2.608 1.307 1.330
C: 3.990 1.296 0.176
C: 5.143 1.872 0.658
C: 6.245 1.891 -0.188
C: 6.151 1.345 -1.454
C: 4.963 0.775 -1.893
Cl: 4.918 0.114 -3.483
C: 3.819 0.727 -1.085
S: 2.339 -0.007 -1.666
H: 5.183 2.290 1.652
H: 7.171 2.333 0.149
H: 7.000 1.353 -2.122
C: -2.870 1.206 5.113
N: -2.511 0.774 3.760
C: -3.341 0.174 2.851
C: -2.595 -0.048 1.737
N: -1.306 0.411 1.952
C: -1.309 0.896 3.189
H: -3.918 0.974 5.275
H: -2.718 2.278 5.206
H: -2.265 0.669 5.839
H: -4.371 -0.036 3.077
H: -2.904 -0.503 0.811
H: -0.469 1.341 3.700

---

(9)
Density functional theory data (the ωB97M-V functional and the def2-TZVPD basis) for a structure of composition C17H14ClNO3PtS at a distorted geometry.

Properties
multiplicity: 3
orbital gap (alpha / beta): 3.86 / 3.83 eV
ΔE to the lowest compared entry with this formula, charge and spin: 0.0 kcal per mole
charge: -2

Positions of all 38 atoms, in Å:
C: 2.939 -1.653 -0.859
C: 2.307 -2.582 -1.748
C: 1.415 -3.389 -1.027
H: 2.577 -2.661 -2.811
C: 1.341 -3.043 0.332
C: 2.277 -1.988 0.605
H: 2.742 -1.752 1.562
H: 3.960 -1.289 -0.938
H: 0.914 -4.258 -1.460
H: 0.706 -3.505 1.087
Pt: 1.672 -0.218 -0.169
Cl: 1.223 1.489 -1.662
C: -2.108 -0.936 -1.601
C: -2.424 -2.043 -0.748
C: -2.116 -3.232 -1.450
H: -2.865 -1.959 0.250
C: -1.615 -2.877 -2.753
C: -1.555 -1.445 -2.821
H: -1.153 -0.874 -3.639
H: -2.258 0.110 -1.341
H: -2.265 -4.259 -1.063
H: -1.302 -3.576 -3.544
O: -3.441 2.658 2.158
S: -2.504 2.547 1.073
O: -2.844 3.090 -0.224
N: -1.982 0.992 0.886
C: -0.682 0.841 1.085
O: -0.115 -0.261 0.726
C: 0.012 2.032 1.572
C: 1.361 2.291 1.846
C: 1.737 3.596 2.188
C: 0.789 4.630 2.271
C: -0.552 4.368 1.963
C: -0.890 3.068 1.615
H: 2.104 1.501 1.757
H: 2.794 3.816 2.368
H: 1.109 5.636 2.544
H: -1.308 5.136 1.968

---

(10)
Density functional theory data (the ωB97M-V functional and the def2-TZVPD basis) for a structure of composition C17H14F3FeN3S.

Properties
multiplicity: 1
orbital gap (alpha / beta): 6.60 / 6.57 eV
ΔE to the lowest compared entry with this formula, charge and spin: 4.7 kcal per mole

Positions of all 39 atoms, in Å:
Fe: -1.061 -1.070 1.701
N: 0.004 0.604 2.090
C: 1.405 0.467 1.781
C: 2.349 0.797 2.739
C: 3.700 0.634 2.478
C: 4.097 0.142 1.244
C: 3.145 -0.185 0.293
C: 1.778 -0.035 0.532
C: 0.783 -0.456 -0.497
C: 1.106 -0.258 -1.844
C: 0.271 -0.700 -2.860
C: -0.901 -1.366 -2.522
C: -1.239 -1.525 -1.183
C: -0.442 -1.052 -0.129
H: -0.102 0.991 3.022
H: -0.444 1.243 1.434
H: 2.021 1.172 3.702
H: 4.431 0.880 3.236
H: 5.147 -0.009 1.029
H: 3.464 -0.614 -0.648
H: 2.027 0.255 -2.101
H: 0.542 -0.545 -3.897
H: -1.549 -1.758 -3.298
H: -2.177 -2.025 -0.950
F: 1.422 -2.468 2.404
C: 0.060 -2.467 2.403
F: -0.279 -3.735 1.997
F: -0.286 -2.446 3.772
S: -3.188 0.045 1.278
C: -2.820 0.906 -0.123
N: -3.593 0.717 -1.232
C: -3.315 1.266 -2.431
C: -2.223 2.058 -2.552
C: -1.471 2.272 -1.380
N: -1.766 1.753 -0.218
H: -4.367 0.075 -1.127
H: -3.989 1.023 -3.239
H: -1.946 2.505 -3.494
H: -0.593 2.909 -1.410

---

(11)
Density functional theory data (the ωB97M-V functional and the def2-TZVPD basis) for a structure of composition C17H14I2N2OPdSTe at a distorted geometry.

Properties
multiplicity: 3
orbital gap (alpha / beta): 7.26 / 5.54 eV
ΔE to the lowest compared entry with this formula, charge and spin: 20.8 kcal per mole

Positions of all 39 atoms, in Å:
Pd: -0.952 0.011 0.532
I: 0.002 -2.322 -5.368
C: -0.930 -1.660 -3.594
C: -0.903 -2.462 -2.464
C: -1.504 -1.990 -1.327
I: -1.306 -2.965 0.540
C: -2.173 -0.738 -1.220
O: -2.876 -0.430 -0.208
C: -2.030 0.101 -2.384
C: -2.331 1.555 -2.154
N: -1.347 2.012 -1.167
C: 0.008 2.176 -1.684
C: 0.773 0.872 -1.822
C: 1.407 0.530 -3.011
C: 2.219 -0.592 -3.056
C: 2.368 -1.356 -1.909
C: 1.681 -0.970 -0.771
N: 0.916 0.120 -0.722
C: -1.442 -0.370 -3.532
H: -0.414 -3.423 -2.468
H: -2.282 2.128 -3.093
H: -3.323 1.658 -1.698
H: -1.662 2.871 -0.728
H: 0.024 2.700 -2.655
H: 0.564 2.777 -0.953
H: 1.264 1.130 -3.896
H: 2.745 -0.848 -3.963
H: 3.010 -2.222 -1.894
H: 1.777 -1.525 0.157
H: -1.349 0.281 -4.387
Te: -0.553 1.656 2.386
C: 0.099 0.284 3.822
C: -0.181 -1.052 3.860
C: 0.427 -1.717 4.942
C: 1.149 -0.876 5.729
S: 1.107 0.745 5.156
H: -0.828 -1.526 3.134
H: 0.330 -2.775 5.114
H: 1.710 -1.102 6.615

---

(12)
Density functional theory data (the ωB97M-V functional and the def2-TZVPD basis) for a structure of composition C17H14LiNO2 at a distorted geometry.

Properties
multiplicity: 2
orbital gap (alpha / beta): 3.22 / 7.29 eV
charge: -1

Positions of all 35 atoms, in Å:
C: -0.440 0.768 0.295
C: -1.079 1.135 1.588
N: -2.098 0.349 1.970
O: -2.610 0.307 3.108
O: -2.562 -0.432 1.025
C: 0.004 1.950 -0.561
C: -0.531 2.072 -1.847
C: 0.078 2.917 -2.771
C: 1.191 3.677 -2.392
C: 1.646 3.640 -1.068
C: 1.048 2.776 -0.143
H: -1.276 0.307 -0.267
H: -0.772 1.986 2.198
H: -1.406 1.470 -2.116
H: -0.306 2.952 -3.793
H: 1.699 4.298 -3.130
H: 2.490 4.254 -0.757
H: 1.423 2.714 0.883
C: 1.401 -1.628 2.184
Li: -2.705 -1.224 -0.644
C: 1.270 -0.306 1.866
C: 0.661 -0.134 0.461
C: 0.297 -1.593 0.126
C: 0.739 -2.435 1.152
C: 0.431 -3.800 1.079
C: -0.328 -4.265 0.000
C: -0.798 -3.405 -1.007
C: -0.471 -2.037 -0.952
H: 1.815 -2.083 3.083
H: 1.585 0.555 2.460
H: 1.499 0.137 -0.218
H: 0.793 -4.462 1.869
H: -0.554 -5.330 -0.073
H: -1.400 -3.782 -1.838
H: -0.736 -1.347 -1.770

---

For reference, E_tot by record: -3003.34745, -2758.77729, -6304.48079, -1124.47944, -1801.05618, -5304.80782, -4003.61952, -3048.01843, -1914.23670, -2781.92604, -2230.36558, -868.86260 Ha.